# 1
Entry from OMol25: one molecule with the formula C18H28F2O6S2Si at a distorted geometry (the ωB97M-V functional and the def2-TZVPD basis).

The geometry in XYZ format:
```
57
Properties=species:S:1:pos:R:3:forces:R:3
C -1.012 -2.286 -3.271 0.11 -0.98 -0.48
Si -1.951 -0.664 -2.896 -0.36 0.97 -0.36
C -3.609 -0.527 -3.899 -0.33 0.61 0.28
C -2.362 -0.430 -1.006 -0.16 -1.00 -0.13
C -1.339 -1.244 -0.071 -0.85 -0.32 -0.23
C -1.366 -0.765 1.493 0.24 -1.69 -2.50
F -1.594 -1.995 2.227 0.22 3.07 -0.85
F -2.475 0.130 1.597 2.10 -1.54 1.00
C 0.064 -0.110 1.770 0.38 -0.25 0.64
C 1.218 -1.227 2.074 -0.45 1.34 -1.65
C 2.606 -0.536 1.563 -0.28 -1.59 1.66
C 3.813 -1.392 2.234 -0.39 -0.28 -0.42
C 3.917 -2.865 1.548 0.66 0.44 0.87
O 3.912 -2.823 0.101 -0.68 -0.01 0.75
S 2.642 1.220 2.246 3.69 3.59 -0.87
O 3.966 1.479 2.900 -3.84 -1.40 -0.90
O 2.367 2.256 1.192 -0.58 -3.08 2.18
O 1.461 1.289 3.427 -0.07 -1.26 -1.73
C 0.121 1.052 2.864 -0.11 1.42 -1.90
S -1.009 0.868 4.326 0.98 -1.50 7.82
C -2.596 1.869 4.164 0.08 1.05 -1.70
O -1.264 -0.563 4.751 0.05 3.02 -2.89
O -0.285 1.517 5.507 -1.57 -0.49 -3.93
C -0.947 0.933 -3.371 2.22 2.45 -0.32
C 0.278 1.238 -2.422 0.08 2.75 -2.27
C 1.196 2.491 -2.585 -3.95 -1.15 -2.89
C 0.820 3.453 -3.771 -1.67 -2.95 0.84
C -0.381 3.144 -4.724 0.35 -2.01 2.42
C -1.303 1.875 -4.548 3.96 0.96 3.14
H 0.050 -2.341 -2.846 -1.50 0.14 -0.64
H -1.610 -3.178 -2.860 0.87 1.22 -0.49
H -0.967 -2.447 -4.415 0.07 0.32 1.79
H -4.341 -1.374 -3.666 1.02 1.12 -0.52
H -3.422 -0.415 -5.023 -0.37 -0.37 1.56
H -4.094 0.460 -3.533 0.66 -1.55 -0.63
H -2.374 0.699 -0.845 -0.12 -1.61 0.08
H -3.404 -0.920 -0.871 1.52 1.22 0.05
H -1.658 -2.355 -0.123 0.57 1.83 0.29
H -0.294 -1.198 -0.528 -1.21 0.02 0.96
H 0.389 0.366 0.764 -0.81 -0.53 1.71
H 1.007 -2.085 1.348 0.31 0.90 1.39
H 1.254 -1.537 3.170 -0.10 0.37 -1.60
H 2.682 -0.496 0.421 -0.13 0.29 1.73
H 3.529 -1.580 3.339 0.73 0.57 -1.69
H 4.819 -0.845 2.138 -1.69 -0.81 0.21
H 3.139 -3.583 1.993 0.94 1.08 -0.82
H 4.959 -3.263 1.852 -1.76 0.54 -0.59
H 3.000 -2.797 -0.260 0.79 -0.11 0.60
H -0.158 2.047 2.341 0.14 -1.56 0.92
H -3.518 1.206 4.076 1.53 0.73 0.18
H -2.659 2.654 5.002 0.46 -1.71 -0.99
H -2.455 2.481 3.189 -0.46 -1.08 1.45
H 0.547 0.540 -1.548 -0.65 1.04 -1.58
H 2.068 2.679 -1.875 -1.44 -0.21 -1.18
H 1.471 4.387 -3.874 -1.28 -1.47 -0.15
H -0.655 3.862 -5.566 0.64 -1.02 1.38
H -2.190 1.646 -5.222 1.45 0.51 0.99
```
Forces are in eV/Å.

Summary:
**HOMO-LUMO gap**: 0.328 Ha
**E_tot**: -2439.4040 Eh
**SMILES string**: C[Si](C)(CCC(F)(F)[C@@H]1C[C@H](CCO)S(=O)(=O)O[C@@H]1S(C)(=O)=O)c1ccccc1
**Multiplicity**: 1
**E_LUMO**: -0.0021 Ha
**Net charge**: 0
**M**: 470.63 g mol⁻¹

Atomic partial charges in e from the natural (NBO) method, atoms 1 to 5: number 1, C, carries -1.137; number 2, Si, carries 1.640; number 3, C, carries -1.118; number 4, C, carries -0.872; number 5, C, carries -0.463

---

# 2
Entry from OMol25: a 6-piece molecular cluster, CH15NO6 overall at a distorted geometry (the ωB97M-V functional and the def2-TZVPD basis).

The geometry in XYZ format:
```
23
Properties=species:S:1:pos:R:3:forces:R:3
N -1.017 -0.420 2.821 0.50 0.31 0.87
C -0.881 -1.095 1.580 -0.31 -0.01 -1.38
O -0.604 -0.255 0.451 0.41 0.43 -0.08
H -0.136 -0.011 3.118 0.02 -0.22 -0.10
H -1.676 0.346 2.848 -0.32 -0.21 -0.39
H -0.033 -1.769 1.574 0.12 -0.10 0.51
H -1.765 -1.705 1.367 -0.11 0.19 0.12
H -1.356 -0.033 -0.109 -0.38 -0.25 0.33
O 3.256 0.010 -0.888 0.33 -0.39 -0.07
H 3.555 0.476 -0.102 -0.16 0.29 -0.06
H 2.645 0.597 -1.336 -0.06 0.14 0.11
O -0.480 0.448 -3.027 0.05 0.20 -0.65
H -0.632 1.295 -3.467 -0.08 0.09 0.34
H -0.267 -0.104 -3.792 0.05 -0.25 0.33
O 1.907 -2.324 0.218 0.20 0.15 0.19
H 2.242 -1.416 0.326 -0.25 -0.37 -0.30
H 2.205 -2.556 -0.668 -0.02 0.06 0.07
O -3.184 0.741 -0.773 -0.07 0.03 -0.01
H -3.812 1.048 -0.112 0.01 -0.01 0.02
H -3.724 0.438 -1.510 0.10 -0.03 0.01
O 1.623 1.972 0.558 0.11 0.30 -0.13
H 1.032 1.737 -0.167 -0.17 -0.30 0.23
H 1.101 2.579 1.091 0.03 -0.04 0.04
```
Forces are in eV/Å.

Summary:
**HOMO-LUMO gap**: 0.343 Ha
**E_tot**: -553.2681 Eh
**SMILES string**: NCO.O.O.O.O.O
**Multiplicity**: 1
**E_LUMO**: 0.0087 Ha
**Net charge**: 0
**M**: 137.13 g mol⁻¹
**Energy above the lowest of the compared OMol25 structures with the same formula, charge and spin**: 138.1 kJ/mol

Atomic partial charges in e from the natural (NBO) method, atoms 1 to 5: number 1, N, carries -0.844; number 2, C, carries 0.073; number 3, O, carries -0.784; number 4, H, carries 0.357; number 5, H, carries 0.350

---

# 3
Entry from OMol25: C45H51As3BrCl2IN2O4ReS as an isolated structure at a distorted geometry (the ωB97M-V functional and the def2-TZVPD basis).

The geometry in XYZ format:
```
111
Properties=species:S:1:pos:R:3:forces:R:3
Re 0.299 0.392 0.406 -0.64 -0.53 -1.18
C 2.529 -0.785 -2.503 -0.11 0.03 -0.10
As 2.346 0.515 -1.052 0.79 -0.13 -0.07
C 4.124 0.308 -0.287 0.10 0.05 -0.03
C 2.531 2.176 -2.050 -0.23 0.03 -0.05
C 3.582 3.057 -1.814 -0.08 -0.12 0.08
C 3.668 4.242 -2.531 0.00 0.06 -0.02
C 2.710 4.559 -3.481 0.00 0.02 0.00
C 1.653 3.690 -3.719 0.03 0.00 -0.03
C 1.573 2.500 -3.012 -0.02 -0.05 0.06
As 0.071 1.228 -3.345 0.75 1.13 -0.87
C 0.502 0.507 -5.094 0.07 0.03 0.02
C -1.439 2.353 -3.835 -0.05 0.02 0.23
H 3.082 -0.296 -3.307 -0.04 0.00 0.04
H 1.556 -1.112 -2.870 0.08 -0.08 0.06
H 3.098 -1.648 -2.163 -0.09 0.05 0.12
H 4.838 0.303 -1.112 -0.06 0.04 -0.01
H 4.181 -0.648 0.226 -0.11 0.02 -0.03
H 4.377 1.093 0.419 -0.07 0.05 -0.05
H 4.325 2.825 -1.063 0.06 0.03 -0.03
H 4.487 4.923 -2.342 0.03 0.01 -0.01
H 2.776 5.482 -4.040 0.03 0.04 0.01
H 0.902 3.943 -4.458 0.01 0.04 -0.03
H 0.617 1.332 -5.797 0.05 0.01 0.05
H -0.329 -0.126 -5.400 0.05 0.08 0.00
H 1.415 -0.084 -5.086 0.02 0.04 0.06
H -1.327 2.689 -4.865 0.09 0.00 0.03
H -1.537 3.215 -3.177 0.09 -0.01 0.02
H -2.346 1.754 -3.772 0.02 -0.01 -0.01
I 2.381 -2.860 0.578 0.04 -0.10 -0.02
C 0.571 -1.744 0.475 -0.19 0.83 0.01
H 0.138 -2.063 -0.469 -0.10 -0.11 0.00
H -0.041 -2.141 1.282 -0.06 -0.13 0.08
C -3.978 -8.444 -4.144 0.02 -0.12 0.06
C -3.750 -7.532 -2.977 -0.06 0.08 0.03
C -2.474 -7.043 -2.692 -0.03 0.05 0.04
C -2.273 -6.150 -1.655 0.05 -0.12 0.00
C -3.362 -5.742 -0.898 -0.11 0.33 0.06
C -4.633 -6.239 -1.136 -0.05 0.03 0.09
C -4.815 -7.150 -2.162 0.10 0.00 -0.01
S -3.163 -4.373 0.194 0.33 0.72 0.78
O -4.432 -3.868 0.637 -0.08 -0.23 -0.38
O -2.158 -4.597 1.195 0.21 -0.26 -0.54
N -2.526 -3.168 -0.802 0.00 0.10 0.24
C -3.467 -2.634 -1.781 -0.04 0.06 -0.17
C -3.124 -1.234 -2.391 0.67 -0.13 0.41
C -1.749 -0.596 -2.096 -0.76 -0.30 0.95
O -1.016 -0.410 -3.106 -0.48 -1.19 -0.52
O -1.435 -0.218 -0.938 -0.05 -0.22 -0.24
H -3.157 -8.386 -4.855 0.01 -0.03 -0.02
H -4.905 -8.195 -4.659 -0.01 -0.01 0.00
H -4.058 -9.476 -3.800 0.00 -0.03 -0.05
H -1.637 -7.350 -3.304 0.02 -0.03 -0.01
H -1.279 -5.776 -1.437 0.03 -0.03 -0.02
H -5.457 -5.895 -0.526 -0.05 -0.01 -0.04
H -5.803 -7.550 -2.349 -0.03 0.01 -0.04
H -1.679 -3.523 -1.234 0.09 0.01 0.09
H -4.416 -2.579 -1.251 -0.06 0.11 -0.22
H -3.580 -3.340 -2.610 -0.10 0.07 -0.03
H -3.858 -0.502 -2.051 -0.02 0.02 0.04
H -3.185 -1.321 -3.473 -0.08 0.14 0.02
Cl -1.476 0.324 1.965 -0.54 0.44 1.33
C -3.038 -0.512 1.987 -0.97 -0.45 -0.49
Cl -4.306 0.403 1.170 0.10 -0.12 0.08
H -3.309 -0.621 3.032 0.17 0.09 0.01
H -2.926 -1.472 1.507 0.09 -0.23 -0.18
Br 0.543 6.415 -1.038 -0.16 -0.20 0.07
C -0.536 4.894 -0.750 0.06 0.12 -0.03
C -1.921 4.973 -0.795 0.11 -0.01 0.01
C -2.643 3.810 -0.581 0.08 -0.03 0.04
C -1.968 2.630 -0.324 -0.26 0.15 -0.04
N -0.633 2.562 -0.257 0.30 -0.65 0.16
C 0.068 3.678 -0.473 0.18 0.14 0.09
H -2.416 5.914 -0.987 0.01 0.02 -0.02
H -3.723 3.816 -0.602 -0.02 -0.02 0.00
H -2.520 1.720 -0.150 0.07 -0.02 -0.04
H 1.145 3.615 -0.406 -0.02 -0.01 -0.04
C -0.249 4.804 4.934 -0.01 0.03 -0.04
C -0.757 4.542 3.672 0.02 0.02 -0.01
C -0.386 3.383 3.004 -0.03 -0.16 -0.10
C 0.487 2.481 3.594 -0.11 -0.02 0.06
C 0.972 2.735 4.877 -0.02 -0.25 -0.12
C 0.601 3.889 5.543 0.03 0.01 0.05
As 1.322 1.010 2.625 1.20 0.66 0.36
C 3.102 1.793 2.695 -0.03 -0.03 -0.05
C 4.046 1.502 3.672 -0.17 -0.14 -0.08
C 5.216 2.247 3.740 0.05 -0.02 0.02
C 5.439 3.284 2.847 0.01 0.01 0.01
C 4.490 3.588 1.879 -0.02 0.02 -0.02
C 3.326 2.842 1.808 -0.14 -0.14 0.03
C 1.307 -0.494 3.833 -0.10 -0.12 -0.17
C 0.189 -0.740 4.629 -0.02 0.20 -0.02
C 0.062 -1.952 5.287 -0.02 0.03 0.01
C 1.051 -2.918 5.157 0.03 -0.02 -0.01
C 2.188 -2.656 4.409 0.02 -0.02 0.04
C 2.316 -1.448 3.741 0.02 0.22 -0.04
H -0.508 5.722 5.442 -0.05 -0.01 0.04
H -1.431 5.242 3.196 -0.01 0.01 0.03
H -0.789 3.186 2.022 -0.01 0.05 0.02
H 1.641 2.019 5.344 0.03 0.11 0.07
H 0.985 4.088 6.534 0.01 -0.02 0.02
H 3.867 0.699 4.379 0.05 0.05 0.03
H 5.951 2.022 4.501 0.01 -0.02 0.00
H 6.349 3.866 2.910 0.02 0.00 0.01
H 4.655 4.409 1.195 0.00 0.01 -0.02
H 2.571 3.064 1.058 0.08 0.11 0.01
H -0.573 0.024 4.740 -0.02 -0.06 0.01
H -0.811 -2.146 5.895 0.00 0.00 0.02
H 0.931 -3.879 5.637 0.03 0.00 0.07
H 2.969 -3.400 4.328 0.01 -0.01 -0.01
H 3.193 -1.245 3.138 -0.01 -0.10 0.02
```
Forces are in eV/Å.

Summary:
**HOMO-LUMO gap (alpha / beta)**: 0.283 / 0.245 Ha
**E_tot**: -13131.1299 Eh
**Multiplicity**: 4
**E_LUMO (alpha / beta)**: -0.1837 / -0.2369 Ha
**Net charge**: +2
**M**: 1404.67 g mol⁻¹
**Energy above the lowest of the compared OMol25 structures with the same formula, charge and spin**: 131.6 kJ/mol

Atomic partial charges in e from the Löwdin method, atoms 1 to 5: number 1, Re, carries 0.770; number 2, C, carries -0.278; number 3, As, carries 1.038; number 4, C, carries -0.264; number 5, C, carries -0.426

---

Q: Look up the E_tot of the second one.
A: -553.2681 Eh

---

Please write out number 2 again, unchanged.
Entry from OMol25: a 6-piece molecular cluster, CH15NO6 overall at a distorted geometry (the ωB97M-V functional and the def2-TZVPD basis).

The geometry in XYZ format:
```
23
Properties=species:S:1:pos:R:3:forces:R:3
N -1.017 -0.420 2.821 0.50 0.31 0.87
C -0.881 -1.095 1.580 -0.31 -0.01 -1.38
O -0.604 -0.255 0.451 0.41 0.43 -0.08
H -0.136 -0.011 3.118 0.02 -0.22 -0.10
H -1.676 0.346 2.848 -0.32 -0.21 -0.39
H -0.033 -1.769 1.574 0.12 -0.10 0.51
H -1.765 -1.705 1.367 -0.11 0.19 0.12
H -1.356 -0.033 -0.109 -0.38 -0.25 0.33
O 3.256 0.010 -0.888 0.33 -0.39 -0.07
H 3.555 0.476 -0.102 -0.16 0.29 -0.06
H 2.645 0.597 -1.336 -0.06 0.14 0.11
O -0.480 0.448 -3.027 0.05 0.20 -0.65
H -0.632 1.295 -3.467 -0.08 0.09 0.34
H -0.267 -0.104 -3.792 0.05 -0.25 0.33
O 1.907 -2.324 0.218 0.20 0.15 0.19
H 2.242 -1.416 0.326 -0.25 -0.37 -0.30
H 2.205 -2.556 -0.668 -0.02 0.06 0.07
O -3.184 0.741 -0.773 -0.07 0.03 -0.01
H -3.812 1.048 -0.112 0.01 -0.01 0.02
H -3.724 0.438 -1.510 0.10 -0.03 0.01
O 1.623 1.972 0.558 0.11 0.30 -0.13
H 1.032 1.737 -0.167 -0.17 -0.30 0.23
H 1.101 2.579 1.091 0.03 -0.04 0.04
```
Forces are in eV/Å.

Summary:
**HOMO-LUMO gap**: 0.343 Ha
**E_tot**: -553.2681 Eh
**SMILES string**: NCO.O.O.O.O.O
**Multiplicity**: 1
**E_LUMO**: 0.0087 Ha
**Net charge**: 0
**M**: 137.13 g mol⁻¹
**Energy above the lowest of the compared OMol25 structures with the same formula, charge and spin**: 138.1 kJ/mol

Atomic partial charges in e from the natural (NBO) method, atoms 1 to 5: number 1, N, carries -0.844; number 2, C, carries 0.073; number 3, O, carries -0.784; number 4, H, carries 0.357; number 5, H, carries 0.350

---

Q: Which of these has the highest E_tot?
A: CH15NO6